{
  "formula": "C44H24IrN11O2",
  "method": "ωB97M-V with the def2-TZVPD basis set",
  "species": ["Ir", "C", "C", "C", "C", "C", "N", "C", "C", "C", "C", "C", "C", "C", "C", "N", "C", "N", "C", "N", "C", "N", "C", "N", "C", "N", "C", "C", "C", "C", "C", "C", "C", "C", "C", "C", "C", "C", "C", "C", "N", "H", "H", "H", "H", "H", "H", "H", "H", "H", "H", "H", "H", "H", "H", "H", "H", "O", "C", "N", "C", "O", "C", "C", "C", "C", "C", "N", "C", "C", "C", "C", "C", "N", "H", "H", "H", "H", "H", "H", "H", "H"],
  "xyz": [[-0.3199, 0.0886, -0.1053], [2.8296, -4.8422, 2.8880], [1.6132, -5.0372, 3.5669], [0.4959, -4.1478, 3.5812], [0.6099, -2.8211, 3.3713], [-0.3614, -1.9273, 2.6995], [-1.5913, -1.6628, 2.9076], [-2.3419, -0.8325, 2.1081], [-3.6862, -0.4969, 2.4895], [-4.4104, -0.7631, 3.6467], [-5.7190, -0.3133, 3.6935], [-6.2971, 0.3639, 2.6128], [-5.5826, 0.6126, 1.4516], [-4.2652, 0.1801, 1.4109], [-3.2512, 0.2466, 0.3865], [-3.5107, 0.7118, -0.8580], [-2.6331, 0.8911, -1.7907], [-1.2603, 0.7939, -1.6952], [-0.6648, 1.1157, -2.8778], [0.6072, 1.2051, -3.1319], [1.5940, 0.9251, -2.2514], [1.5186, 0.3376, -1.0382], [2.8338, 0.1766, -0.5628], [3.3198, -0.5198, 0.5092], [2.6452, -1.4198, 1.0915], [0.3746, -1.3325, 1.6596], [2.4602, -2.5251, 2.0682], [3.2231, -3.7805, 2.1095], [3.7430, 0.7759, -1.4983], [5.1279, 0.9061, -1.4973], [5.7084, 1.5130, -2.5990], [4.9386, 1.9616, -3.6770], [3.5576, 1.8186, -3.6844], [2.9771, 1.2247, -2.5772], [-1.7320, 1.4166, -3.8474], [-1.6802, 1.7850, -5.1770], [-2.8927, 2.0114, -5.8203], [-4.1056, 1.8775, -5.1478], [-4.1521, 1.5117, -3.8066], [-2.9459, 1.2823, -3.1741], [-2.1033, -0.3278, 0.8339], [3.5143, -5.6816, 2.9235], [1.4586, -6.0180, 3.9974], [-0.4977, -4.5632, 3.7024], [-3.9579, -1.2960, 4.4714], [-6.3135, -0.4889, 4.5799], [-7.3246, 0.6929, 2.6898], [-6.0283, 1.1216, 0.6081], [4.1521, -3.8370, 1.5576], [5.7220, 0.5556, -0.6648], [6.7817, 1.6446, -2.6313], [5.4331, 2.4268, -4.5189], [2.9541, 2.1539, -4.5164], [-0.7353, 1.8921, -5.6915], [-2.8971, 2.2993, -6.8629], [-5.0273, 2.0642, -5.6822], [-5.0888, 1.4092, -3.2764], [1.8766, -2.2402, 3.3301], [1.3727, -2.1204, 0.9935], [0.5838, 0.0358, 1.6773], [0.2689, 0.7870, 2.7727], [0.2808, 0.4138, 3.9258], [-0.1430, 2.1719, 2.3515], [-0.2979, 3.1810, 3.2839], [-0.7587, 4.4118, 2.8416], [-1.0515, 4.5805, 1.4973], [-0.8682, 3.5099, 0.6345], [-0.4195, 2.3333, 1.0549], [0.9175, -2.8723, -0.2110], [1.5522, -4.0089, -0.6879], [1.0923, -4.5755, -1.8664], [0.0191, -3.9998, -2.5256], [-0.5571, -2.8678, -1.9750], [-0.1201, -2.3177, -0.8460], [-0.0670, 2.9834, 4.3211], [-0.8936, 5.2281, 3.5382], [-1.4205, 5.5226, 1.1174], [-1.0859, 3.5928, -0.4244], [2.3789, -4.4456, -0.1471], [1.5684, -5.4619, -2.2634], [-0.3666, -4.4150, -3.4455], [-1.4013, -2.3790, -2.4483]],
  "forces_ev_per_angstrom": [[-0.0087, -0.1013, -0.1045], [0.0711, 0.0184, -0.0390], [-0.0567, 0.0107, 0.0198], [0.0248, 0.0266, 0.0055], [0.0093, -0.0443, 0.0189], [-0.0910, 0.0096, 0.1062], [0.1646, 0.0148, 0.0298], [-0.0450, -0.1795, -0.1727], [-0.0572, -0.0070, -0.0046], [0.0289, -0.0050, -0.0255], [-0.0104, 0.0043, 0.0086], [-0.0198, 0.0005, 0.0079], [0.0161, -0.0059, -0.0120], [-0.0051, -0.0455, 0.0348], [-0.0696, -0.1389, -0.1033], [0.1122, 0.0999, -0.0512], [-0.1236, 0.0272, 0.0545], [0.0407, -0.2814, -0.0438], [0.0916, 0.0990, -0.0180], [-0.0773, 0.0066, 0.0780], [0.0028, 0.0221, -0.1002], [0.1339, 0.0528, 0.0748], [-0.0557, -0.0261, -0.0619], [-0.0880, 0.0115, 0.0434], [0.1044, -0.0848, 0.0211], [-0.1265, 0.0043, -0.1021], [-0.0601, 0.1039, -0.0067], [0.0032, -0.0804, 0.0238], [0.0244, 0.0372, -0.0723], [-0.0255, -0.0055, 0.0088], [0.0183, 0.0056, -0.0100], [-0.0174, 0.0092, -0.0129], [0.0184, -0.0107, 0.0090], [0.0285, -0.0411, 0.0756], [-0.0491, 0.0188, -0.0176], [-0.0082, -0.0085, 0.0374], [-0.0044, 0.0031, -0.0198], [-0.0111, 0.0063, -0.0181], [0.0435, -0.0046, 0.0145], [-0.0015, 0.0230, -0.0537], [-0.0868, 0.3305, 0.4125], [0.0105, 0.0069, -0.0109], [0.0027, -0.0008, 0.0081], [-0.0119, 0.0065, -0.0055], [-0.0069, 0.0008, 0.0122], [0.0052, -0.0064, 0.0055], [-0.0031, 0.0044, -0.0089], [-0.0025, 0.0060, -0.0019], [-0.0016, -0.0024, -0.0096], [-0.0052, -0.0038, 0.0099], [0.0032, -0.0034, 0.0063], [-0.0031, 0.0011, -0.0050], [-0.0023, 0.0036, -0.0048], [0.0099, -0.0020, 0.0051], [-0.0019, 0.0010, -0.0032], [-0.0044, -0.0002, 0.0010], [-0.0044, -0.0007, 0.0057], [0.0037, -0.0080, -0.0142], [0.0568, -0.0127, 0.0420], [0.1733, 0.0527, -0.0205], [-0.0950, -0.0510, 0.0442], [0.0061, 0.0105, -0.0138], [0.0177, 0.0470, -0.0035], [0.0179, 0.0068, -0.0191], [0.0018, -0.0019, -0.0002], [0.0042, -0.0080, -0.0212], [0.0450, 0.0400, 0.0246], [-0.0703, 0.0107, 0.0078], [-0.0475, -0.0165, -0.0255], [-0.0479, -0.0067, 0.0052], [0.0103, -0.0168, 0.0019], [-0.0282, 0.0123, -0.0015], [-0.0516, -0.0297, 0.0309], [0.1835, 0.0701, -0.0697], [0.0011, -0.0125, 0.0021], [-0.0010, 0.0024, 0.0011], [0.0008, 0.0040, -0.0005], [-0.0116, 0.0055, -0.0001], [0.0033, 0.0059, 0.0068], [0.0030, -0.0033, 0.0001], [-0.0027, 0.0012, -0.0025], [0.0050, 0.0120, -0.0140]],
  "lowdin_charge": [1.468, -0.066, -0.015, 0.022, -0.147, -0.181, 0.241, -0.187, -0.116, 0.010, -0.055, -0.056, 0.004, -0.113, -0.242, 0.217, -0.259, -0.060, -0.264, 0.208, -0.244, 0.016, -0.183, 0.241, -0.075, -0.067, -0.219, 0.020, -0.120, 0.006, -0.056, -0.054, 0.006, -0.113, -0.100, 0.008, -0.050, -0.050, 0.009, -0.101, 0.011, 0.113, 0.109, 0.131, 0.119, 0.110, 0.109, 0.117, 0.125, 0.118, 0.110, 0.109, 0.117, 0.120, 0.112, 0.112, 0.121, 0.057, -0.202, -0.063, -0.432, 0.119, -0.186, 0.024, -0.030, -0.035, -0.109, 0.054, -0.174, 0.024, -0.030, -0.038, -0.107, 0.055, 0.128, 0.118, 0.113, 0.112, 0.109, 0.119, 0.113, 0.115],
  "e_lumo_ev": [-3.575, -4.880],
  "s2": 8.86,
  "relative_energy_ev": 0.000,
  "total_charge": 1,
  "e_tot_ev": -69332.683,
  "orbital_gap_ev": [5.50, 6.08],
  "spin_multiplicity": 6,
  "homo_energy_ev": [-9.077, -10.959]
}

=====

{
  "formula": "C44H28Cl2CsF3N6O3Se",
  "method": "ωB97M-V with the def2-TZVPD basis set",
  "species": ["Cs", "C", "O", "C", "C", "C", "C", "C", "C", "C", "N", "C", "C", "N", "C", "C", "C", "C", "N", "C", "C", "N", "C", "C", "C", "C", "H", "H", "H", "H", "H", "H", "H", "H", "H", "H", "H", "H", "H", "H", "F", "C", "F", "F", "C", "C", "C", "C", "C", "C", "C", "C", "H", "H", "H", "H", "Cl", "C", "C", "C", "C", "C", "Cl", "C", "N", "C", "C", "C", "C", "C", "C", "C", "C", "O", "O", "H", "H", "H", "H", "H", "H", "H", "H", "H", "H", "Se", "C", "N"],
  "xyz": [[1.4627, 0.1663, -3.6892], [-10.9029, -1.1549, 5.8407], [-10.2072, 0.0448, 5.5575], [-9.1574, -0.0312, 4.6921], [-8.7385, -1.2008, 4.0751], [-7.6482, -1.1605, 3.2070], [-6.9739, 0.0187, 2.9452], [-7.4117, 1.1854, 3.5746], [-8.4870, 1.1638, 4.4358], [-5.8149, 0.0909, 2.0346], [-5.1240, 1.1741, 1.7866], [-4.1453, 0.7804, 0.8933], [-4.2571, -0.5494, 0.6109], [-5.3331, -0.9872, 1.3496], [-3.3828, -1.2559, -0.2807], [-3.4690, -2.6170, -0.5943], [-2.5608, -3.1629, -1.4655], [-1.5757, -2.3277, -2.0119], [-1.4892, -1.0453, -1.7257], [-2.3656, -0.5016, -0.8775], [-2.2182, 0.9414, -0.5885], [-1.2113, 1.5919, -1.1965], [-1.0610, 2.8781, -0.9570], [-1.9020, 3.6023, -0.0970], [-2.9296, 2.9458, 0.5297], [-3.1045, 1.5781, 0.2890], [-11.6899, -0.8953, 6.5427], [-10.2450, -1.8984, 6.2967], [-11.3510, -1.5780, 4.9387], [-9.2379, -2.1409, 4.2529], [-7.3394, -2.0887, 2.7394], [-6.8847, 2.1081, 3.3688], [-8.8310, 2.0654, 4.9263], [-5.7020, -1.9200, 1.3649], [-4.2475, -3.2333, -0.1561], [-2.5988, -4.2091, -1.7371], [-0.8423, -2.7216, -2.7099], [-0.2364, 3.3674, -1.4691], [-1.7313, 4.6594, 0.0592], [-3.6091, 3.4538, 1.2029], [5.0465, 8.7370, 0.5749], [5.1855, 7.4301, 0.8937], [6.5234, 7.2161, 0.9457], [4.7429, 7.2910, 2.1594], [4.4884, 6.5299, -0.0665], [3.8239, 5.3912, 0.3713], [3.2484, 4.5239, -0.5422], [3.3259, 4.7527, -1.9280], [3.9891, 5.9232, -2.3417], [4.5636, 6.7900, -1.4308], [2.7752, 3.8340, -2.8690], [2.3496, 2.9948, -3.6773], [3.7572, 5.1829, 1.4313], [2.7322, 3.6362, -0.2006], [4.0464, 6.1281, -3.4025], [5.0732, 7.6811, -1.7779], [6.0560, -1.2293, -2.0182], [6.2123, -1.2490, -0.2988], [7.1850, -0.4516, 0.2819], [7.2932, -0.3990, 1.6618], [6.4309, -1.1366, 2.4547], [5.4721, -1.9375, 1.8530], [4.4110, -2.8572, 2.8831], [5.3382, -2.0284, 0.4663], [4.3353, -2.8357, -0.1108], [4.6978, -3.8976, -0.9479], [5.9633, -4.4792, -0.8943], [6.2921, -5.5386, -1.7291], [5.3560, -6.0407, -2.6200], [4.0843, -5.4766, -2.6471], [3.7281, -4.4221, -1.8199], [2.3417, -3.8241, -1.8720], [2.3468, -2.4161, -2.4982], [2.1821, -2.3280, -3.7324], [2.5422, -1.4554, -1.6937], [7.8334, 0.1363, -0.3536], [8.0454, 0.2310, 2.1202], [6.4906, -1.1002, 3.5338], [3.5697, -2.2603, -0.5021], [6.7024, -4.0837, -0.2064], [7.2898, -5.9600, -1.6865], [5.6061, -6.8581, -3.2845], [3.3373, -5.8617, -3.3324], [1.9414, -3.7387, -0.8575], [1.6934, -4.4672, -2.4671], [-3.1613, -1.0626, -7.5150], [-1.7951, -1.0711, -8.7386], [-0.9387, -1.0799, -9.5267]],
  "forces_ev_per_angstrom": [[-1.0578, 1.3483, -0.3603], [0.0662, 0.0910, -0.0358], [-0.1091, -0.0711, 0.0742], [-0.0041, -0.0688, -0.0153], [0.1209, 0.0427, -0.0896], [-0.1175, -0.1635, 0.0568], [0.2702, 0.0676, -0.2021], [-0.0362, 0.1186, 0.0563], [0.0442, 0.0510, -0.0249], [-0.2720, -0.0089, 0.2215], [0.1669, 0.0246, -0.1324], [0.0535, 0.4728, 0.0952], [0.0029, -0.3657, -0.0977], [0.0306, -0.1658, -0.0745], [-0.2527, -0.0135, 0.1915], [-0.0515, -0.0377, 0.0371], [0.0531, 0.0057, -0.0426], [-0.1115, 0.0453, 0.0774], [0.2990, -0.1667, -0.2524], [0.2561, 0.3621, -0.1020], [0.1245, -0.2068, -0.1533], [-0.0527, 0.0076, 0.0416], [-0.0044, -0.0056, -0.0012], [0.0555, 0.0051, -0.0430], [-0.0712, -0.0167, 0.0527], [-0.1781, 0.0076, 0.1522], [-0.0065, 0.0342, 0.0133], [0.0254, -0.0170, 0.0149], [-0.0108, -0.0063, -0.0321], [-0.0020, -0.0209, -0.0028], [-0.0192, 0.0161, 0.0237], [-0.0180, -0.0220, 0.0118], [0.0103, -0.0115, -0.0102], [0.0014, 0.0156, -0.0026], [0.0155, 0.0103, -0.0095], [0.0034, 0.0093, -0.0013], [-0.0190, 0.0257, 0.0164], [-0.0030, -0.0227, -0.0076], [0.0077, -0.0123, -0.0061], [0.0135, -0.0014, -0.0062], [-0.0124, 0.1206, 0.0083], [-0.1359, -0.1140, -0.1162], [0.1212, -0.0184, 0.0040], [-0.0319, 0.0292, 0.0967], [0.0595, -0.0198, 0.0242], [-0.0834, -0.1035, -0.0364], [0.0104, 0.0163, 0.0764], [-0.0587, -0.1201, -0.1031], [0.0570, 0.0851, 0.0183], [-0.0415, -0.0106, -0.1413], [-0.0238, -0.0476, 0.0479], [0.2836, 0.8204, 0.2027], [-0.0076, -0.0236, -0.0014], [0.0250, -0.0045, 0.0190], [0.0185, 0.0045, 0.0057], [0.0029, -0.0119, -0.0197], [0.0096, -0.0416, -0.0030], [0.0319, 0.1340, -0.0590], [0.0208, 0.0235, 0.0282], [0.0132, 0.0012, -0.0094], [-0.0108, -0.0186, 0.0043], [0.0354, -0.0583, 0.0656], [0.0663, 0.0383, -0.1030], [-0.0897, -0.1558, 0.0460], [0.0849, 0.1095, -0.0122], [-0.0325, 0.0163, 0.2143], [0.0458, -0.0275, -0.0032], [-0.0600, 0.0221, -0.0196], [-0.0080, 0.0480, 0.0709], [-0.0132, -0.0396, 0.0053], [-0.0580, 0.0701, -0.1200], [0.0184, -0.1471, 0.0493], [0.2584, -0.2226, 0.0099], [0.3467, -1.1933, 0.3895], [0.1024, -0.4185, 0.0686], [-0.0261, -0.0070, 0.0136], [-0.0256, -0.0142, -0.0066], [-0.0042, 0.0016, -0.0157], [-0.0376, 0.0184, -0.0688], [-0.0170, -0.0083, -0.0208], [-0.0116, -0.0054, 0.0088], [-0.0024, 0.0032, 0.0010], [0.0220, 0.0167, -0.0087], [-0.0251, -0.0584, -0.0084], [0.0224, -0.0051, 0.0079], [0.1103, -0.0178, -0.1055], [0.0154, -0.0230, -0.0990], [-0.1886, 0.0005, 0.1633]],
  "lowdin_charge": [1.123, -0.092, -0.086, -0.288, -0.022, -0.028, -0.152, -0.015, 0.002, -0.281, 0.186, -0.165, -0.132, 0.174, -0.085, -0.019, -0.045, -0.099, 0.139, -0.138, -0.139, 0.136, -0.109, -0.051, -0.016, -0.089, 0.088, 0.093, 0.093, 0.098, 0.104, 0.113, 0.118, 0.141, 0.105, 0.103, 0.116, 0.106, 0.101, 0.110, 0.112, -0.583, 0.115, 0.115, -0.166, -0.031, -0.032, -0.286, -0.035, -0.036, -0.285, -0.261, 0.110, 0.110, 0.109, 0.112, 0.782, -0.572, -0.109, -0.092, -0.125, -0.583, 0.670, -0.305, 0.058, -0.232, -0.047, -0.111, -0.114, -0.042, -0.153, -0.063, -0.781, -0.277, -0.233, 0.102, 0.101, 0.095, 0.094, 0.109, 0.091, 0.087, 0.111, 0.120, 0.111, 0.163, -1.061, -0.064],
  "e_lumo_ev": 2.566,
  "relative_energy_ev": 0.857,
  "total_charge": -2,
  "e_tot_ev": -160260.575,
  "orbital_gap_ev": 4.57,
  "spin_multiplicity": 1,
  "homo_energy_ev": -2.006
}